# C38H50F33N2O6

5 unconnected molecules or ions with the total composition C38H50F33N2O6 (wB97M-V/def2-TZVPD, OMol25).

- calculated total energy (eV) = -145162.332
- largest force on an atom (hartree/bohr) = 0.0236
- molar mass (u) = 1257.76
- E_HOMO (eV) = -4.516
- lowest unoccupied orbital energy (eV) = 1.70

ORCA input file:
```
! RIJCOSX wB97M-V def2-TZVPD def2/J DEFGRID3
* xyz -1 1
C -7.94 1.76 4.68
C -8.34 1.05 3.40
C -8.69 -0.41 3.59
C -9.09 -1.07 2.26
C -7.87 -1.59 1.51
C -8.15 -1.94 0.06
C -6.96 -2.68 -0.60
C -6.24 -1.85 -1.64
C -5.03 -2.59 -2.21
C -4.49 -2.00 -3.49
C -3.04 -2.42 -3.79
C -2.03 -1.37 -3.38
C -0.59 -1.73 -3.77
C 0.19 -0.54 -4.33
C 1.60 -0.94 -4.78
C 2.67 -0.07 -4.13
N 2.75 -0.41 -2.73
C 3.42 0.44 -2.01
O 3.83 1.60 -2.23
N 3.73 -0.10 -0.65
C 2.92 0.28 0.37
O 2.83 -0.22 1.46
F 2.13 1.33 0.09
H -7.87 2.83 4.49
H -6.96 1.44 5.02
H -8.68 1.61 5.46
H -7.55 1.13 2.65
H -9.21 1.54 2.97
H -9.50 -0.51 4.31
H -7.82 -0.96 3.97
H -9.58 -0.31 1.66
H -9.79 -1.89 2.42
H -7.06 -0.87 1.56
H -7.56 -2.51 2.01
H -9.01 -2.61 0.03
H -8.37 -1.06 -0.52
H -7.30 -3.59 -1.08
H -6.25 -2.98 0.17
H -5.89 -0.93 -1.18
H -6.93 -1.59 -2.44
H -4.27 -2.62 -1.42
H -5.34 -3.62 -2.39
H -4.56 -0.91 -3.49
H -5.10 -2.36 -4.31
H -2.86 -3.37 -3.28
H -2.95 -2.61 -4.86
H -2.33 -0.42 -3.80
H -2.06 -1.29 -2.29
H -0.57 -2.51 -4.53
H -0.06 -2.11 -2.90
H -0.39 -0.16 -5.17
H 0.24 0.23 -3.56
H 1.79 -1.94 -4.40
H 1.70 -0.97 -5.86
H 3.62 -0.25 -4.63
H 2.44 0.99 -4.29
H 4.71 0.06 -0.44
C -7.29 -1.57 -8.50
C -6.63 -2.10 -7.22
C -6.14 -3.55 -7.20
F -7.15 -4.42 -7.35
F -5.56 -3.79 -6.00
F -7.45 -1.88 -6.16
F -5.52 -1.34 -7.03
O -8.71 -1.51 -8.54
C -9.49 -2.54 -8.98
C -10.44 -3.02 -7.88
F -9.74 -3.48 -6.82
F -11.19 -4.03 -8.37
F -8.77 -3.55 -9.49
F -10.27 -2.06 -9.97
H -6.98 -0.53 -8.55
H -6.88 -2.05 -9.39
H -5.40 -3.72 -7.98
H -11.08 -2.21 -7.55
C 7.12 -2.02 1.77
C 8.29 -2.55 2.62
C 8.69 -1.70 3.83
F 9.17 -0.50 3.45
F 9.68 -2.33 4.51
F 9.37 -2.81 1.85
F 7.86 -3.74 3.13
O 7.40 -1.32 0.57
C 7.60 0.04 0.58
C 8.98 0.40 0.01
F 9.94 -0.18 0.76
F 9.19 1.74 0.04
F 7.42 0.57 1.81
F 6.64 0.57 -0.20
H 6.60 -2.91 1.43
H 6.42 -1.46 2.39
H 7.84 -1.56 4.49
H 9.08 0.05 -1.02
C 5.17 2.09 6.60
C 5.92 0.87 6.04
C 5.49 -0.53 6.50
F 5.68 -0.72 7.81
F 6.26 -1.43 5.83
F 7.25 1.01 6.23
F 5.70 0.87 4.69
O 5.79 2.81 7.65
C 5.60 2.51 8.97
C 6.93 2.15 9.65
F 7.46 1.05 9.08
F 6.68 1.87 10.95
F 4.67 1.56 9.16
F 5.16 3.64 9.58
H 5.16 2.79 5.77
H 4.13 1.86 6.82
H 4.44 -0.72 6.25
H 7.63 2.97 9.57
C 5.13 4.22 0.48
C 6.64 4.46 0.63
C 7.28 4.15 1.99
F 6.79 4.95 2.96
F 8.62 4.39 1.90
F 6.95 5.72 0.25
F 7.23 3.61 -0.24
O 4.28 5.36 0.56
C 3.75 5.80 1.73
C 4.19 7.23 2.04
F 5.53 7.30 2.17
F 3.63 7.64 3.20
F 4.00 4.98 2.78
F 2.40 5.85 1.59
H 5.01 3.88 -0.56
H 4.78 3.40 1.11
H 7.13 3.11 2.26
H 3.88 7.90 1.23
*
```

Atomic partial charges in e from the Löwdin method, atoms 1 to 5:
1 C -0.12
2 C -0.28
3 C -0.23
4 C -0.22
5 C -0.23